Entry 1:
Density functional theory data (wB97M-V/def2-TZVPD) for 2 unconnected molecules or ions with the total composition C2H7S2.

Positions of all 11 atoms, in Å:
S 1.199 -1.701 -1.908
H 2.545 -1.585 -1.922
C -0.925 -0.675 1.114
S 0.011 0.811 1.470
C 0.125 1.468 -0.261
H -0.467 -1.548 1.575
H -1.933 -0.590 1.533
H -1.027 -0.867 0.051
H 0.903 2.227 -0.251
H -0.870 1.826 -0.505
H 0.437 0.633 -0.898

Atomic forces in eV per Å
0.154 -0.014 -0.054
-0.209 -0.001 0.018
-0.789 -0.455 0.431
0.347 0.384 -0.714
0.003 -0.767 1.037
0.200 0.037 -0.124
0.011 0.066 -0.022
0.351 0.073 -0.098
-0.200 0.247 -0.113
0.135 0.334 -0.328
-0.004 0.096 -0.032

Results
Energy above the lowest of the compared OMol25 structures with the same formula, charge and spin (kcal per mole): 9.0
Multiplicity: 1
E_LUMO (eV): 3.4
Total charge: -1
Highest occupied orbital energy (eV): -2.68
Gap between HOMO and LUMO (eV): 6.057

These are the Mulliken partial charges, in e, on atoms 1 to 5:
1. S -0.8672
2. H -0.0517
3. C -0.6947
4. S -0.1225
5. C -0.5292

---

Entry 2:
Density functional theory data (wB97M-V/def2-TZVPD) for 2 unconnected molecules or ions with the total composition C2H7S2.

Positions of all 11 atoms, in Å:
S -3.174 1.304 0.700
H -2.751 0.011 0.684
C 0.641 -0.910 -0.774
C 1.069 0.012 0.362
S 0.679 1.779 0.138
H 1.267 -0.726 -1.657
H -0.339 -0.597 -1.142
H 0.665 -1.974 -0.573
H 0.499 -0.312 1.237
H 2.113 -0.127 0.641
H -0.667 1.539 0.385

Atomic forces in eV per Å
0.421 -0.436 -0.025
-0.183 0.333 0.010
0.264 1.187 -1.319
-0.491 -0.734 0.694
-0.380 -0.668 0.022
0.204 -0.138 0.116
-0.219 -0.304 0.392
-0.043 -0.149 0.380
0.082 0.197 0.123
0.135 0.191 -0.220
0.210 0.520 -0.172

Results
Energy above the lowest of the compared OMol25 structures with the same formula, charge and spin (kcal per mole): 5.0
Multiplicity: 1
E_LUMO (eV): 3.5
Total charge: -1
Highest occupied orbital energy (eV): -2.84
Gap between HOMO and LUMO (eV): 6.375

These are the Mulliken partial charges, in e, on atoms 1 to 5:
1. S -0.7996
2. H -0.0622
3. C -0.9384
4. C -0.5081
5. S -0.2734

---

Entry 3:
Density functional theory data (wB97M-V/def2-TZVPD) for 2 unconnected molecules or ions with the total composition C2H7S2.

Positions of all 11 atoms, in Å:
S 1.995 -0.096 3.100
H 1.813 0.073 1.784
C 0.391 0.330 -1.595
S -1.239 -0.442 -1.355
C -1.282 -0.317 0.439
H 0.382 1.293 -1.097
H 1.133 -0.302 -1.112
H 0.612 0.426 -2.654
H -1.549 -1.270 0.882
H -1.982 0.425 0.805
H -0.276 -0.119 0.804

Atomic forces in eV per Å
-0.070 -0.016 0.053
0.038 0.030 -0.153
-0.259 -0.323 0.348
0.099 0.118 -0.318
0.146 -0.394 0.357
0.122 0.219 -0.137
0.138 0.041 -0.078
-0.075 0.044 -0.056
-0.133 -0.185 -0.080
0.026 0.273 -0.087
-0.031 0.193 0.149

Results
Energy above the lowest of the compared OMol25 structures with the same formula, charge and spin (kcal per mole): 10.1
Multiplicity: 1
E_LUMO (eV): 3.1
Total charge: -1
Highest occupied orbital energy (eV): -2.59
Gap between HOMO and LUMO (eV): 5.654

These are the Mulliken partial charges, in e, on atoms 1 to 5:
1. S -0.8236
2. H -0.1672
3. C -0.8186
4. S -0.1384
5. C -0.3866

---

Entry 4:
Density functional theory data (wB97M-V/def2-TZVPD) for 2 unconnected molecules or ions with the total composition C2H7S2.

Positions of all 11 atoms, in Å:
S -3.632 0.262 1.179
H -2.692 -0.399 1.878
C 1.347 -0.596 0.775
S 1.606 -0.352 -1.033
C 0.116 0.599 -1.425
H 2.168 -0.201 1.363
H 0.474 -0.005 1.049
H 1.184 -1.658 0.928
H -0.128 0.279 -2.438
H 0.314 1.671 -1.461
H -0.758 0.399 -0.816

Atomic forces in eV per Å
0.159 0.012 -0.066
-0.016 -0.009 0.013
-0.122 0.387 -0.660
-0.235 0.108 0.823
0.183 0.105 -0.948
0.327 -0.206 -0.038
-0.137 -0.324 0.021
-0.035 0.059 0.357
-0.159 0.136 -0.079
0.011 -0.054 0.201
0.026 -0.215 0.375

Results
Energy above the lowest of the compared OMol25 structures with the same formula, charge and spin (kcal per mole): 11.9
Multiplicity: 1
E_LUMO (eV): 3.1
Total charge: -1
Highest occupied orbital energy (eV): -2.56
Gap between HOMO and LUMO (eV): 5.623

These are the Mulliken partial charges, in e, on atoms 1 to 5:
1. S -0.8878
2. H -0.0898
3. C -0.6972
4. S -0.1356
5. C -0.6759

---

Entry 5:
Density functional theory data (wB97M-V/def2-TZVPD) for 2 unconnected molecules or ions with the total composition C2H7S3.

Positions of all 12 atoms, in Å:
C -1.706 -1.198 0.130
S -2.131 0.158 1.318
H -2.700 -1.430 -0.127
H -0.965 -0.751 -0.558
H -1.238 -2.057 0.528
C 1.813 0.270 -0.674
S 1.694 1.229 0.855
S 0.175 2.563 0.295
H 2.878 -0.080 -0.430
H 1.838 1.027 -1.401
H 1.281 -0.509 -1.062
H -0.937 0.779 1.127

Atomic forces in eV per Å
0.644 1.940 0.755
0.700 -0.731 0.108
-0.779 -0.631 -1.644
-1.124 -0.266 -0.351
0.478 -0.899 1.009
4.488 1.392 2.194
-1.535 0.057 -0.081
0.473 0.025 0.274
-1.098 -0.035 -1.217
0.349 0.922 -1.280
-2.267 -2.257 -0.010
-0.330 0.484 0.243

Results
Energy above the lowest of the compared OMol25 structures with the same formula, charge and spin (kcal per mole): 29.9
Multiplicity: 1
E_LUMO (eV): 3.5
Total charge: -1
Highest occupied orbital energy (eV): -2.49
Gap between HOMO and LUMO (eV): 6.033

These are the Mulliken partial charges, in e, on atoms 1 to 5:
1. C -0.6008
2. S -0.2000
3. H 0.2557
4. H 0.0941
5. H 0.2789

---

Entry 6:
Density functional theory data (wB97M-V/def2-TZVPD) for 2 unconnected molecules or ions with the total composition C2H8.

Positions of all 10 atoms, in Å:
C -0.636 -1.675 4.141
H -1.499 -2.320 4.362
H -0.193 -1.971 3.178
H 0.115 -1.781 4.938
H -0.965 -0.627 4.086
C 0.636 1.675 -4.141
H -0.269 1.755 -3.520
H 0.833 0.617 -4.367
H 1.493 2.100 -3.598
H 0.486 2.228 -5.080

Atomic forces in eV per Å
0.002 0.004 0.001
0.320 0.238 -0.083
-0.165 0.108 0.356
-0.278 0.037 -0.295
0.121 -0.387 0.020
0.002 0.002 -0.003
0.335 -0.031 -0.230
-0.074 0.391 0.085
-0.317 -0.158 -0.199
0.054 -0.205 0.347

Results
Energy above the lowest of the compared OMol25 structures with the same formula, charge and spin (kcal per mole): 0.4
Multiplicity: 1
E_LUMO (eV): 1.3
Total charge: 0
Highest occupied orbital energy (eV): -13.35
Gap between HOMO and LUMO (eV): 14.639
Structure (SMILES): C.C

These are the Mulliken partial charges, in e, on atoms 1 to 5:
1. C -0.8564
2. H 0.2141
3. H 0.2141
4. H 0.2141
5. H 0.2141